{
  "formula": "C12H20Cl2NaO20",
  "method": "the ωB97M-V functional and the def2-TZVPD basis",
  "elements": ["Na", "Cl", "O", "O", "O", "O", "Cl", "O", "O", "O", "O", "C", "C", "O", "C", "O", "O", "H", "H", "H", "H", "C", "C", "O", "C", "O", "O", "H", "H", "H", "H", "C", "O", "C", "O", "O", "C", "H", "H", "H", "H", "H", "H", "C", "O", "C", "O", "O", "C", "H", "H", "H", "H", "H", "H"],
  "coordinates": [[0.56622, 0.21222, -1.13308], [4.05704, -1.48110, -2.10732], [4.71797, -1.21327, -0.86558], [2.64411, -1.67311, -1.81077], [4.26089, -0.38625, -3.04350], [4.57730, -2.62155, -2.75209], [0.07517, 2.25375, -3.83444], [-0.76651, 1.10446, -3.61251], [0.39409, 2.65756, -2.46855], [1.32294, 2.06711, -4.49662], [-0.53568, 3.29834, -4.58968], [-0.65727, -2.91447, 3.79605], [-1.83751, -1.92146, 3.53082], [-1.43880, -1.02659, 2.54084], [-0.22651, -1.40024, 2.08081], [0.33310, -0.96142, 1.07121], [0.26534, -2.39859, 2.83534], [-0.91765, -3.93527, 3.51627], [-0.12759, -2.89276, 4.74845], [-2.10677, -1.32592, 4.40313], [-2.75242, -2.41564, 3.20397], [-3.05112, 3.55894, 0.66013], [-4.34862, 3.02424, 0.18137], [-3.97847, 1.70486, -0.21017], [-2.60672, 1.53647, -0.08960], [-2.00688, 0.51137, -0.46654], [-2.04994, 2.60967, 0.41384], [-3.12426, 3.72709, 1.73459], [-2.75917, 4.44281, 0.09300], [-4.70094, 3.52630, -0.71968], [-5.10627, 3.10236, 0.96108], [-3.46642, -2.10562, -2.16475], [-2.63008, -2.94038, -1.36227], [-1.36720, -2.63992, -1.20080], [-0.77665, -1.70564, -1.75746], [-0.85024, -3.73070, -0.59874], [0.55368, -3.88940, -0.22994], [-4.06837, -1.44906, -1.53650], [-4.16009, -2.72088, -2.73777], [-2.95521, -1.47727, -2.89410], [0.66729, -4.20991, 0.80564], [1.13457, -2.97026, -0.30651], [1.04297, -4.57256, -0.92419], [3.05051, 1.79422, 3.31965], [3.75468, 2.20862, 2.12318], [3.19726, 1.95820, 0.88211], [2.07267, 1.49429, 0.70277], [4.02265, 2.20822, -0.09629], [3.60953, 2.23970, -1.40962], [2.40063, 2.62864, 3.58326], [3.80270, 1.68876, 4.10144], [2.37807, 0.93636, 3.31984], [3.26919, 1.21535, -1.56120], [4.47667, 2.41485, -2.04640], [2.72615, 2.85450, -1.58212]],
  "forces_ev_per_a": [[-0.01, 0.02, -0.17], [-0.26, 1.58, -0.95], [0.50, 0.13, 0.55], [-0.38, 0.27, -0.15], [-0.55, 0.12, 0.81], [0.52, -2.07, -0.11], [1.44, 1.05, 1.26], [-0.18, -0.63, -1.41], [-0.05, 0.81, 0.68], [0.65, -1.86, -0.37], [-1.90, 0.47, 0.21], [-0.29, 1.13, -1.21], [-1.02, -0.54, 1.88], [0.94, 0.23, -0.84], [1.33, 0.70, -3.14], [-1.68, -1.07, 3.37], [0.97, -0.24, -0.48], [0.04, 0.03, 0.09], [-0.55, 0.15, 0.15], [0.10, -0.12, 0.19], [0.14, -0.22, -0.09], [0.67, 2.09, 0.74], [-0.16, -0.35, -1.14], [0.51, -0.97, 0.36], [0.76, -3.88, -2.07], [-2.19, 3.44, 1.51], [0.34, -0.33, 0.18], [0.45, 0.34, -0.02], [-0.02, 0.26, 0.48], [-0.13, 0.08, 0.08], [-0.12, -0.66, -0.13], [-0.50, 0.69, -0.38], [-1.64, 0.16, -0.06], [2.71, 0.63, -2.55], [-0.97, -1.85, 1.98], [0.65, 0.24, 1.05], [0.42, 1.05, -0.65], [0.20, -0.02, 0.19], [0.19, -0.43, 0.27], [0.56, -0.13, 0.34], [-0.58, -0.26, -0.13], [-0.37, 0.25, -0.21], [-0.37, -0.22, 0.08], [-0.36, 1.16, -0.11], [-0.33, -0.91, -1.24], [-1.66, -1.33, 0.02], [1.01, 0.73, 0.77], [2.05, 1.69, 3.50], [-1.54, -1.83, -1.46], [0.00, 0.13, 0.20], [0.05, -0.08, -0.26], [0.50, -0.32, -0.89], [0.06, 0.06, -0.93], [-0.29, 0.20, 0.21], [0.33, 0.47, -0.01]],
  "charge": -1,
  "energy_ev": -83167.64607,
  "homo_lumo_gap_ev": 7.49,
  "de_lowest_kcal_mol": 0.00,
  "max_force_ev_per_a": 4.47
}